92
Properties=species:S:1:pos:R:3 method="wB97M-V/def2-TZVPD" multiplicity=1 charge=0 homo_lumo_gap_ev=5.5
C 6.965 -3.118 0.717
N 5.682 -3.546 1.247
C 5.684 -4.902 1.736
C 4.559 -2.789 1.160
C 3.261 -3.315 1.419
C 2.137 -2.573 1.125
C 2.222 -1.253 0.621
C 1.083 -0.452 0.308
C 1.197 0.891 0.037
C 0.251 1.925 0.293
C 0.395 3.158 -0.484
C 1.230 3.184 -1.634
C 1.382 4.312 -2.418
C 0.649 5.492 -2.129
N 0.712 6.571 -2.968
C -0.379 7.510 -3.126
C 1.873 6.906 -3.774
C -0.149 5.512 -0.950
C -0.205 4.396 -0.129
C -0.762 1.770 1.332
C -0.580 0.940 2.467
C -1.506 0.897 3.497
C -2.658 1.724 3.468
N -3.562 1.711 4.501
C -4.357 2.880 4.830
C -3.732 0.585 5.404
C -2.869 2.545 2.325
C -1.992 2.479 1.258
C 3.519 -0.697 0.487
C 4.652 -1.422 0.792
H 7.169 -2.067 0.939
H 7.735 -3.741 1.189
H 7.023 -3.250 -0.376
H 4.760 -5.144 2.253
H 5.846 -5.614 0.918
H 6.516 -5.013 2.437
H 3.149 -4.326 1.806
H 1.168 -3.025 1.305
H 0.034 -0.942 0.305
H 2.116 1.239 -0.443
H 1.779 2.299 -1.938
H 2.015 4.264 -3.303
H -1.321 7.108 -2.741
H -0.157 8.460 -2.618
H -0.500 7.735 -4.195
H 2.728 6.263 -3.546
H 1.630 6.828 -4.846
H 2.155 7.953 -3.574
H -0.689 6.424 -0.685
H -0.736 4.484 0.814
H 0.329 0.348 2.565
H -1.332 0.262 4.368
H -3.887 3.792 4.443
H -5.378 2.815 4.425
H -4.424 2.952 5.924
H -3.128 -0.276 5.107
H -3.459 0.874 6.431
H -4.780 0.251 5.408
H -3.739 3.203 2.273
H -2.232 3.013 0.339
H 3.619 0.325 0.136
H 5.618 -0.928 0.721
F -0.533 -3.144 0.008
C -0.458 -1.997 -0.745
S 0.696 -2.268 -2.159
C 0.120 -3.552 -3.275
C -0.590 -3.219 -4.427
C -1.021 -4.241 -5.273
C -0.765 -5.579 -4.945
C -0.011 -5.892 -3.807
C 0.452 -4.874 -2.973
O 0.660 -0.994 -2.857
O 1.931 -2.831 -1.657
S -2.089 -1.671 -1.504
C -3.183 -1.691 -0.096
C -3.672 -2.936 0.279
C -4.520 -3.044 1.376
C -4.886 -1.902 2.087
C -4.411 -0.647 1.698
C -3.555 -0.535 0.601
O -2.107 -0.336 -2.056
O -2.440 -2.850 -2.277
H -0.790 -2.171 -4.648
H -1.564 -3.974 -6.181
H -1.156 -6.379 -5.580
H 0.228 -6.927 -3.558
H 1.053 -5.087 -2.090
H -3.391 -3.806 -0.310
H -4.882 -4.034 1.651
H -5.547 -1.988 2.947
H -4.712 0.246 2.249
H -3.185 0.435 0.267

=====

112
Properties=species:S:1:pos:R:3 method="wB97M-V/def2-TZVPD" multiplicity=4 charge=+1 homo_lumo_gap_ev="5.8 / 5.7" s_squared=3.838
Re -0.472 1.202 1.156
C 1.790 0.708 1.144
C 2.471 1.397 0.029
C 2.424 0.520 -1.085
C 2.045 -0.758 -0.587
C 1.760 -0.708 0.761
C 1.684 -1.858 1.724
C 2.598 -1.572 2.929
C 2.166 -3.147 1.054
C 0.249 -2.073 2.224
C 2.627 0.731 -2.578
C 1.768 1.905 -3.073
C 2.150 -0.508 -3.355
C 4.099 0.958 -2.958
C 3.440 2.515 0.365
C 3.465 3.720 -0.581
C 3.217 3.069 1.781
C 4.834 1.850 0.377
H 2.134 0.923 2.148
H 2.050 -1.656 -1.173
H 3.621 -1.406 2.600
H 2.587 -2.432 3.593
H 2.272 -0.706 3.495
H 3.137 -3.001 0.587
H 1.453 -3.474 0.307
H 2.261 -3.932 1.801
H -0.083 -1.216 2.808
H 0.203 -2.958 2.855
H -0.437 -2.221 1.392
H 0.721 1.691 -2.871
H 1.882 2.019 -4.149
H 2.037 2.842 -2.601
H 1.124 -0.754 -3.094
H 2.789 -1.364 -3.160
H 2.188 -0.307 -4.423
H 4.465 1.923 -2.624
H 4.202 0.921 -4.041
H 4.722 0.175 -2.534
H 2.509 4.235 -0.566
H 3.707 3.449 -1.601
H 4.230 4.412 -0.236
H 2.183 3.353 1.924
H 3.849 3.942 1.925
H 3.489 2.348 2.546
H 5.127 1.496 -0.603
H 4.836 1.005 1.061
H 5.573 2.570 0.721
C -0.045 4.478 2.906
C -0.073 4.338 1.431
N -0.069 3.229 0.691
C -0.084 3.642 -0.619
C -0.087 4.998 -0.671
N -0.078 5.417 0.627
H -1.059 4.534 3.300
H 0.485 5.387 3.180
H 0.454 3.627 3.357
H -0.079 2.941 -1.426
H -0.082 5.670 -1.505
H -0.072 6.375 0.943
N -4.237 1.241 0.887
C -4.356 -0.224 0.845
C -2.952 -0.903 1.036
O -2.839 -2.074 0.748
O -2.071 -0.134 1.520
H -5.132 1.716 0.779
H -3.549 1.546 0.119
H -3.760 1.546 1.779
H -4.754 -0.547 -0.118
H -5.014 -0.588 1.635
C -0.672 -6.780 -0.920
C -1.665 -5.685 -1.165
C -3.018 -5.940 -0.986
C -3.964 -4.954 -1.199
C -3.568 -3.684 -1.560
C -2.212 -3.396 -1.708
N -1.790 -2.079 -1.952
C -2.428 -1.190 -2.760
C -3.134 -1.653 -3.884
C -3.720 -0.776 -4.766
C -3.662 0.598 -4.543
C -3.023 1.072 -3.417
C -2.384 0.205 -2.531
C -1.755 0.789 -1.333
O -2.307 1.771 -0.751
O -0.675 0.323 -0.875
C -1.256 -4.409 -1.557
C 0.171 -4.127 -1.914
H -1.188 -7.698 -0.655
H -0.012 -6.514 -0.093
H -0.058 -6.969 -1.798
H -3.334 -6.926 -0.679
H -5.010 -5.177 -1.060
H -4.295 -2.896 -1.681
H -1.136 -1.685 -1.283
H -3.168 -2.718 -4.055
H -4.222 -1.157 -5.641
H -4.112 1.286 -5.240
H -2.991 2.133 -3.213
H 0.317 -4.323 -2.977
H 0.857 -4.763 -1.365
H 0.420 -3.085 -1.734
O -2.888 2.105 3.016
C -1.960 1.696 3.711
C -2.054 1.390 5.189
C -0.642 0.960 5.554
C 0.153 1.214 4.287
O 1.357 1.185 4.184
N -0.704 1.518 3.250
H -2.802 0.614 5.356
H -2.388 2.281 5.722
H -0.573 -0.105 5.783
H -0.209 1.507 6.390

=====

41
Properties=species:S:1:pos:R:3 method="wB97M-V/def2-TZVPD" smiles="C[C@@H](CN1CCOCC1)OC(=O)COc1ccc(F)cc1" multiplicity=1 de_lowest_kj_mol=24.6 charge=0 homo_lumo_gap_ev=9.0
C 0.103 -0.719 2.617
C -0.458 -1.559 1.480
C -1.684 -0.920 0.793
N -1.313 0.254 0.023
C -1.672 1.530 0.622
C -3.158 1.868 0.428
O -3.517 1.843 -0.936
C -3.237 0.583 -1.508
C -1.750 0.237 -1.364
H -1.548 -0.743 -1.799
H -1.166 0.993 -1.899
H -3.520 0.657 -2.559
H -3.852 -0.192 -1.023
H -3.373 2.878 0.781
H -3.783 1.153 0.988
H -1.431 1.518 1.685
H -1.067 2.300 0.135
H -2.124 -1.672 0.134
H -2.413 -0.696 1.581
H -0.760 -2.552 1.843
O 0.637 -1.732 0.570
C 0.503 -2.486 -0.501
O -0.488 -3.083 -0.836
C 1.807 -2.544 -1.306
O 2.884 -1.866 -0.720
C 2.835 -0.507 -0.597
C 3.850 0.061 0.174
C 3.911 1.426 0.361
C 2.948 2.224 -0.232
C 1.941 1.686 -1.007
C 1.884 0.316 -1.191
H 1.087 -0.095 -1.787
H 1.209 2.335 -1.461
F 2.994 3.564 -0.046
H 4.688 1.875 0.959
H 4.582 -0.592 0.622
H 2.114 -3.593 -1.362
H 1.599 -2.200 -2.328
H 0.467 0.224 2.219
H -0.664 -0.534 3.363
H 0.935 -1.239 3.085

=====

Number 1: E -2910.67132 Ha. Number 2: E -2438.60918 Ha. Number 3: E -1039.13847 Ha.